Computed, not measured: a 2-piece molecular cluster, C8H10Si overall, with wB97M-V/def2-TZVPD.

Each line ends with the Löwdin charge.
CARTESIAN COORDINATES (ANGSTROEM)
C: 2.44345 -1.18821 0.37500  -0.030
C: 3.22045 -0.33159 0.21397  -0.016
C: -1.13548 0.95333 -2.63426  -0.023
C: -1.78707 -2.34890 0.88954  -0.076
C: 1.03318 2.50845 1.19970  -0.143
C: -1.41512 0.17247 -1.51159  -0.249
C: -1.10960 -1.25659 1.21896  -0.317
C: 0.37272 1.60635 0.52350  -0.280
Si: -0.81496 0.34124 0.27462  0.712
H: 1.65833 -1.72443 0.87616  0.014
H: -1.54856 0.64901 -3.59493  0.049
H: -0.62513 1.85761 -2.53389  0.019
H: -1.83824 -3.25191 1.56485  0.072
H: -2.36010 -2.52936 -0.05699  0.064
H: 2.01602 2.78988 0.83049  0.032
H: 0.56424 3.15577 2.10735  0.104
H: -1.92296 -0.69255 -1.66466  -0.020
H: -0.55014 -1.15150 2.17346  0.058
H: 3.79896 0.44093 -0.25126  0.031

The value obtained for the strongest force on any atom is 4.70 eV/Å. Its spin multiplicity is 1. For the HOMO energy (alpha / beta), the calculation gives -0.2735 / -0.2734 Ha. As for the structure (SMILES): C=C=[Si](C=C)C=C.C#C.

Computed, not measured: one molecule with the formula C8H10Si, with wB97M-V/def2-TZVPD.

Each line ends with the Löwdin charge.
CARTESIAN COORDINATES (ANGSTROEM)
C: -2.66260 0.81329 0.13757  -0.093
C: -2.97722 -0.53643 0.15209  -0.102
C: -1.34658 1.21689 0.02979  -0.057
C: -1.96128 -1.46886 0.05652  -0.090
C: -0.31090 0.28747 -0.06375  -0.236
C: -0.64214 -1.05973 -0.05170  -0.050
C: 1.10307 0.82091 -0.15258  -0.277
C: 2.19661 -0.15417 -0.51461  -0.386
Si: 3.77796 -0.21986 0.25227  0.755
H: -3.44685 1.55380 0.21093  0.100
H: -4.00675 -0.85331 0.23826  0.098
H: -1.10825 2.27187 0.02057  0.111
H: -2.19658 -2.52371 0.06987  0.100
H: 1.08281 1.63026 -0.89562  0.115
H: 1.33870 1.28797 0.80858  0.104
H: 2.02361 -0.70805 -1.42973  0.030
H: 0.14539 -1.79778 -0.11826  0.101
H: 4.13505 0.53022 1.45209  -0.107
H: 4.85596 -1.09077 -0.20229  -0.116

The value obtained for the strongest force on any atom is 1.88 eV/Å. Its spin multiplicity is 1. For the HOMO energy (alpha / beta), the calculation gives -0.3036 / -0.3036 Ha. As for the structure (SMILES): [SiH2]=CCc1ccccc1.

Computed, not measured: C8H11AlClFOP as an isolated structure, with wB97M-V/def2-TZVPD.

Each line ends with the Löwdin charge.
CARTESIAN COORDINATES (ANGSTROEM)
C: -1.06148 1.40530 1.08299  -0.188
C: -0.54371 2.10295 2.11587  -0.310
Al: 0.87484 3.49376 1.62861  0.029
P: -0.12944 4.86439 -0.01881  0.286
O: -0.39193 3.83339 -1.31636  -0.502
Cl: -2.02573 5.34877 0.81921  -0.050
H: -0.42372 0.75155 0.50529  -0.005
H: -2.12063 1.48065 0.83354  0.037
H: -0.90421 1.98811 3.13701  0.010
H: 2.20142 2.84708 0.98817  -0.135
H: 1.28647 4.32488 2.93865  -0.142
H: -0.05548 2.95604 -1.07290  -0.013
F: 0.97185 -1.01786 0.75780  0.069
C: 0.62338 -1.98100 -0.10420  -0.281
C: -0.60908 -1.91517 -0.72643  -0.008
C: -0.96183 -2.91383 -1.62148  -0.086
C: -0.09077 -3.96478 -1.87687  -0.111
C: 1.14037 -4.01505 -1.23842  -0.097
C: 1.50577 -3.01561 -0.34864  -0.019
H: -1.27660 -1.09227 -0.50835  0.108
H: -1.92034 -2.87127 -2.12105  0.102
H: -0.37227 -4.74362 -2.57362  0.094
H: 1.81920 -4.83483 -1.43318  0.098
H: 2.46392 -3.03158 0.15319  0.115

The value obtained for the strongest force on any atom is 2.31 eV/Å. Its spin multiplicity is 1. As for the charge: -1. For the HOMO energy, the calculation gives -0.1361 Ha.

Computed, not measured: C8H11B3O3Tb as an isolated structure, with wB97M-V/def2-TZVPD.

Each line ends with the Löwdin charge.
CARTESIAN COORDINATES (ANGSTROEM)
C: 3.37504 -1.61164 1.63386  -0.056
C: 2.27190 -0.83742 0.66699  -0.057
C: 1.19171 -1.84839 -0.11076  0.108
C: 0.05023 -1.12697 -1.04184  0.115
C: -0.03832 0.53143 -1.20600  0.019
C: -1.30820 1.05920 -2.15805  0.028
B: -2.66621 0.82671 -1.20136  -0.400
O: -2.93725 1.86499 -0.18672  0.126
B: -3.11548 1.22094 1.16269  -0.131
O: -3.55877 -0.18302 1.34440  0.129
B: -3.45838 -0.95816 0.08703  -0.158
O: -3.55198 -0.35294 -1.28889  0.155
C: 1.03727 1.54822 -0.46956  0.102
C: 2.19621 0.80958 0.47683  -0.102
H: 2.91032 -2.61060 2.09099  0.135
H: 3.71597 -0.97302 2.56186  0.102
H: 4.26009 -1.93454 0.92678  0.130
H: 1.22294 -3.03104 0.02205  0.164
H: -0.72496 -1.83996 -1.58110  0.164
H: -1.42079 0.36266 -3.09730  0.167
H: -1.23812 2.20295 -2.41551  0.155
H: -2.88586 1.93046 2.10123  0.112
H: -3.30673 -2.14599 0.08884  0.117
H: 0.96477 2.70919 -0.62142  0.133
H: 2.97335 1.49998 1.05837  -0.254
Tb: 4.04123 2.88739 1.15662  1.996

The value obtained for the strongest force on any atom is 6.48 eV/Å. Its spin multiplicity is 7. As for the charge: +3. For the HOMO energy (alpha / beta), the calculation gives -0.6986 / -0.6984 Ha. The expectation value of S² is 13.0786.

Computed, not measured: a 2-piece molecular cluster, C8H11ClNO overall, with wB97M-V/def2-TZVPD.

Each line ends with the Löwdin charge.
CARTESIAN COORDINATES (ANGSTROEM)
C: 3.88140 0.80048 -0.34111  -0.093
C: 2.89604 1.63642 0.17889  -0.028
C: 3.59421 -0.47207 -0.82396  -0.078
C: 1.53405 1.05765 0.28975  -0.112
C: 2.39922 -1.00696 -0.46098  -0.099
C: 1.39377 -0.17531 -0.08240  -0.025
C: -3.12348 0.37059 -1.00689  -0.413
C: -2.19721 -0.53042 -0.17127  -0.297
N: -2.68304 -0.97464 1.15278  0.215
O: -0.95519 -0.01128 0.10776  -0.006
Cl: -3.93459 1.61725 0.09589  0.586
H: 4.84506 1.31307 -0.49053  0.119
H: 3.04674 2.56161 0.71456  0.101
H: 4.45831 -0.91326 -1.33224  0.123
H: 0.65921 1.70576 0.45252  0.099
H: 2.16862 -2.06392 -0.56826  0.111
H: -2.57119 0.93091 -1.73373  0.080
H: -3.97482 -0.31292 -1.37758  0.118
H: -2.99906 -0.03729 1.57321  0.143
H: -2.06682 -1.57559 1.63091  0.153
H: -3.61317 -1.46020 0.83025  0.222
H: -0.78273 0.86053 -0.22778  0.080

The value obtained for the strongest force on any atom is 6.31 eV/Å. Its spin multiplicity is 1. As for the charge: +1. For the HOMO energy (alpha / beta), the calculation gives -0.4217 / -0.4407 Ha.

Computed, not measured: one molecule with the formula C8H11IS, with wB97M-V/def2-TZVPD.

Each line ends with the Löwdin charge.
CARTESIAN COORDINATES (ANGSTROEM)
C: -1.09781 -2.01895 3.54976  -0.431
C: -1.10094 -2.65642 2.34686  -0.444
C: -0.47397 -0.88669 4.01256  -0.535
C: -0.08527 -0.52862 0.97897  -0.361
C: -0.25644 1.70023 0.13384  -0.084
C: -0.31148 -0.17248 -1.54283  -0.108
C: 1.80952 0.29513 -0.15689  -0.064
C: 0.23668 0.32114 -0.26011  -0.729
S: -0.61119 -2.01587 0.80113  0.978
I: -1.57611 0.81221 4.39786  0.772
H: -1.82302 -2.58005 4.25166  0.153
H: -1.35759 -3.70016 2.13890  0.052
H: -0.35440 2.44928 -0.68490  0.087
H: -1.22854 1.59738 0.50998  0.052
H: 0.54976 2.24126 0.76442  0.118
H: 0.33490 -1.09270 -1.81450  0.112
H: -1.43620 -0.33056 -1.46454  0.102
H: -0.33323 0.64651 -2.27010  0.079
H: 2.20190 -0.77524 -0.36439  0.109
H: 2.21127 0.85761 -0.93604  0.053
H: 2.22416 0.60964 0.81759  0.090

The value obtained for the strongest force on any atom is 3.43 eV/Å. Its spin multiplicity is 1. For the HOMO energy, the calculation gives -0.2879 Ha.

Copy entry 1 word for word.
Computed, not measured: a 2-piece molecular cluster, C8H10Si overall, with wB97M-V/def2-TZVPD.

Each line ends with the Löwdin charge.
CARTESIAN COORDINATES (ANGSTROEM)
C: 2.44345 -1.18821 0.37500  -0.030
C: 3.22045 -0.33159 0.21397  -0.016
C: -1.13548 0.95333 -2.63426  -0.023
C: -1.78707 -2.34890 0.88954  -0.076
C: 1.03318 2.50845 1.19970  -0.143
C: -1.41512 0.17247 -1.51159  -0.249
C: -1.10960 -1.25659 1.21896  -0.317
C: 0.37272 1.60635 0.52350  -0.280
Si: -0.81496 0.34124 0.27462  0.712
H: 1.65833 -1.72443 0.87616  0.014
H: -1.54856 0.64901 -3.59493  0.049
H: -0.62513 1.85761 -2.53389  0.019
H: -1.83824 -3.25191 1.56485  0.072
H: -2.36010 -2.52936 -0.05699  0.064
H: 2.01602 2.78988 0.83049  0.032
H: 0.56424 3.15577 2.10735  0.104
H: -1.92296 -0.69255 -1.66466  -0.020
H: -0.55014 -1.15150 2.17346  0.058
H: 3.79896 0.44093 -0.25126  0.031

The value obtained for the strongest force on any atom is 4.70 eV/Å. Its spin multiplicity is 1. For the HOMO energy (alpha / beta), the calculation gives -0.2735 / -0.2734 Ha. As for the structure (SMILES): C=C=[Si](C=C)C=C.C#C.